a | {"formula": "ClH3O3SSi", "method": "wB97M-V/def2-TZVPD", "symbols": ["O", "O", "O", "Si", "S", "Cl", "H", "H", "H"], "xyz": [[2.132, 1.954, -0.931], [1.443, 0.859, 1.134], [-0.511, -0.127, -0.909], [-1.370, -0.495, 0.374], [1.565, 0.815, -0.286], [2.400, -0.951, -0.840], [-2.435, -1.172, -0.684], [-0.902, -1.433, 1.243], [-2.322, 0.549, 0.901]], "multiplicity": 1, "charge": 0, "gap_ev": [7.3, 7.9], "homo_ha": [-0.372, -0.395]}

b | {"formula": "ClH3O3SSi", "method": "wB97M-V/def2-TZVPD", "symbols": ["O", "O", "O", "Si", "S", "Cl", "H", "H", "H"], "xyz": [[0.708, -2.048, -0.122], [0.871, -0.363, 1.553], [-1.033, -0.034, -0.431], [0.062, 1.180, -0.807], [0.016, -1.150, 0.729], [-1.339, -1.937, 1.773], [0.352, 2.055, 0.513], [1.357, 0.736, -1.456], [-0.995, 1.561, -1.754]], "multiplicity": 1, "charge": 0, "gap_ev": 10.8, "homo_ha": -0.418}

Going by the computed energies, the most stable comes first: b, a.